Record 1
Here is a molecular structure, H2N2O3S at a distorted geometry from the OMol25 dataset. Energies are from wB97M-V/def2-TZVPD.

Geometry (Å):
S: -0.205 0.722 -0.253
O: -1.781 -1.732 0.373
O: -0.555 1.698 0.734
O: -0.226 1.092 -1.640
N: 1.294 -0.006 0.230
N: -1.920 -0.871 -0.345
H: 1.665 -0.100 1.200
H: 1.728 -0.803 -0.297

Its spin multiplicity is 1. The calculation puts the total energy at -19986.2678 eV.


Record 2
Here is CH4N2O in the gas phase at a distorted geometry from the OMol25 dataset. Energies are from wB97M-V/def2-TZVPD.

Geometry (Å):
O: 0.294 0.602 0.655
N: 1.583 0.431 0.176
N: -1.868 0.104 0.263
C: -0.642 0.028 -0.001
H: -0.402 -0.471 -0.964
H: 2.117 -0.138 0.797
H: 1.378 -0.033 -0.696
H: -2.461 -0.523 -0.230

Its spin multiplicity is 1. The calculation puts the total energy at -6126.7442 eV. The SMILES is [H]/N=C/ON.


Record 3
Here is C3H2N2O2S2 in the gas phase at a distorted geometry from the OMol25 dataset. Energies are from wB97M-V/def2-TZVPD.

Geometry (Å):
S: 0.498 -0.475 -2.473
S: 0.289 1.607 -2.985
O: -3.048 2.334 -1.985
O: 0.840 3.085 -0.959
N: -1.726 0.727 -0.971
N: 0.495 2.820 -2.056
C: -0.679 0.355 -0.207
C: -2.384 1.597 -1.384
C: 0.399 -0.258 -0.719
H: -0.793 0.423 0.915
H: 1.353 -0.350 -0.223

Its spin multiplicity is 1. The calculation puts the total energy at -31885.0494 eV. The SMILES is O=C=N/C=C\SSN=O.


Record 4
Here is a molecular structure, C10H10N at a distorted geometry from the OMol25 dataset. Energies are from wB97M-V/def2-TZVPD.

Geometry (Å):
N: -1.905 -0.442 0.724
C: 0.582 0.187 -0.143
C: -1.794 1.194 -0.539
C: -2.900 -0.821 -0.172
C: -2.828 0.547 0.288
C: 2.749 1.019 0.456
C: 1.168 -1.089 -0.443
C: 1.374 1.225 0.244
C: 2.575 -1.232 -0.416
C: 3.334 -0.209 0.143
C: -0.863 0.359 -0.134
H: -3.805 -1.319 0.073
H: 3.155 -2.131 -0.752
H: -2.754 -0.922 -1.293
H: -1.861 1.960 -1.370
H: 0.939 2.084 0.608
H: 0.484 -1.813 -0.891
H: 4.399 -0.367 0.240
H: -1.778 -0.975 1.496
H: -3.541 0.950 1.032
H: 3.269 1.796 0.850

Its total charge is +1. Its spin multiplicity is 1. The calculation puts the total energy at -12011.4301 eV.


Record 5
Here is 2 unconnected molecules or ions with the total composition C3H9NS at a distorted geometry from the OMol25 dataset. Energies are from wB97M-V/def2-TZVPD.

Geometry (Å):
S: -0.190 -0.453 0.809
N: -3.004 0.140 -0.132
C: -2.110 0.677 -0.937
C: 2.452 -0.671 -0.012
C: 1.508 0.223 0.816
H: 1.954 -0.885 -0.958
H: 1.904 0.323 1.826
H: -2.780 0.004 0.858
H: -1.942 0.186 -1.892
H: 2.593 -1.628 0.507
H: -3.658 -0.568 -0.435
H: -1.672 1.628 -0.645
H: 3.413 -0.198 -0.163
H: 1.533 1.223 0.357

Its spin multiplicity is 1. The calculation puts the total energy at -15579.7633 eV.


Record 6
Here is 15 unconnected molecules or ions with the total composition H30O15 at a distorted geometry from the OMol25 dataset. Energies are from wB97M-V/def2-TZVPD.

Geometry (Å):
O: -3.425 -3.249 0.655
O: -2.426 3.294 -0.077
O: -2.193 -2.303 -2.696
O: 0.020 -2.394 0.914
O: 0.958 2.652 2.124
O: -0.929 1.273 -3.008
O: -0.595 -0.564 -0.724
O: 1.025 0.641 3.931
O: 2.167 -0.334 -0.872
O: 3.014 -1.495 1.471
O: 1.275 -2.077 3.276
O: 2.569 -3.771 0.053
O: 1.113 1.976 -0.867
O: 0.119 4.409 -2.313
O: -3.207 1.147 -1.530
H: -1.570 1.882 -2.544
H: 2.163 0.615 -0.668
H: 0.551 1.390 3.495
H: -1.273 -1.208 -0.925
H: -2.470 -3.371 0.590
H: 0.390 1.707 -1.443
H: 1.112 1.949 1.465
H: 0.637 3.412 1.557
H: 2.991 -2.962 0.366
H: 0.997 2.919 -0.791
H: 3.811 -1.417 1.969
H: -1.568 0.672 -3.519
H: 0.008 -0.512 -1.476
H: 1.056 4.507 -2.203
H: 0.838 -1.209 3.270
H: 2.381 -3.767 -0.874
H: -2.594 1.206 -0.756
H: 0.666 -3.110 0.913
H: -3.810 0.443 -1.376
H: -1.306 -2.429 -3.045
H: 1.664 1.220 4.378
H: -1.405 3.316 -0.320
H: -0.018 3.945 -3.122
H: -3.393 -2.553 1.333
H: 0.576 -2.683 3.443
H: -2.310 -2.957 -1.994
H: 2.351 -1.801 2.143
H: 0.295 -1.604 0.454
H: 2.519 -0.820 -0.046
H: -2.772 4.017 -0.610

Its spin multiplicity is 1. The calculation puts the total energy at -31199.7657 eV.